1.
The following is a DFT calculation (ωB97M-V/def2-TZVPD) of the molecule C4H12N2O at a distorted geometry.

```
19
Properties=species:S:1:pos:R:3:lowdin_charge:R:1
O 2.701 -0.959 1.559 -0.0659
N 0.070 -0.150 -2.169 -0.0457
N 0.766 0.295 0.829 -0.0968
C -0.661 0.583 0.737 -0.2518
C 1.468 -0.301 1.977 -0.2572
C -1.512 -0.291 -0.246 -0.1726
C -1.337 0.315 -1.737 -0.2527
H -0.965 0.090 1.640 0.0831
H 3.154 -0.371 0.937 0.0726
H 0.222 -1.170 -2.148 0.0630
H -0.991 -1.343 -0.349 0.1294
H -2.490 -0.466 0.175 0.0807
H -1.501 1.437 -1.752 0.1052
H -2.059 -0.057 -2.486 0.0783
H 1.357 1.071 0.355 0.1432
H 0.749 -1.037 2.337 0.1189
H -0.845 1.702 0.691 0.1316
H 0.212 0.325 -3.092 0.0661
H 1.660 0.327 2.742 0.0707
```

* total charge: 0
* HOMO-LUMO gap: 9.3 eV
* ΔE to the lowest compared entry with this formula, charge and spin: 72.88 kcal/mol
* E_HOMO: -0.3008 Ha
* F_max: 0.0874 hartree/bohr

2.
The following is a DFT calculation (ωB97M-V/def2-TZVPD) of a cluster of 3 separate species, C4H12N2O in total at a distorted geometry.

```
19
Properties=species:S:1:pos:R:3:lowdin_charge:R:1
O 1.835 -0.396 0.769 -0.1916
N -0.288 1.416 1.842 0.1504
N 0.521 1.865 -0.257 0.0780
C -1.460 -1.349 0.155 -0.0831
C 0.634 1.937 1.040 -0.2817
C -0.576 -0.734 -0.637 -0.3557
C -0.509 -1.135 -2.089 -0.1595
H -0.753 -0.294 -2.744 0.0605
H 2.074 -1.289 1.039 0.0176
H 0.506 -1.442 -2.354 0.0652
H 1.371 2.094 -0.756 0.1006
H -0.035 0.817 -0.640 0.1199
H -1.453 -1.266 1.238 0.0239
H 1.486 2.418 1.513 0.1401
H -0.059 1.286 2.813 0.1150
H -1.189 -1.956 -2.344 0.0587
H -2.131 -2.141 -0.183 0.0418
H -0.897 0.710 1.420 0.0773
H 0.924 -0.539 0.177 0.0225
```

* total charge: 0
* HOMO-LUMO gap: 8.5 eV
* ΔE to the lowest compared entry with this formula, charge and spin: 88.27 kcal/mol
* E_HOMO: -0.2844 Ha
* F_max: 0.0425 hartree/bohr

3.
The following is a DFT calculation (ωB97M-V/def2-TZVPD) of a cluster of 2 separate species, C4H12N2O in total at a distorted geometry.

```
19
Properties=species:S:1:pos:R:3:lowdin_charge:R:1
O -2.755 -0.202 0.167 -0.0647
N 0.134 0.148 1.281 -0.0292
N -0.690 1.914 0.046 0.0990
C 0.612 -1.202 -0.811 -0.2463
C 0.302 1.407 0.650 -0.2948
C 1.780 -0.870 -1.716 -0.1215
C 0.921 -0.960 0.689 -0.2097
H 1.569 -1.035 -2.769 0.0656
H 0.345 -2.250 -0.975 0.1056
H 2.131 0.154 -1.584 0.0698
H 1.992 -0.910 0.886 0.1079
H 2.568 -1.612 -1.583 0.0706
H -2.304 0.568 0.481 -0.0338
H 1.326 1.727 0.837 0.1251
H -0.274 -0.619 -1.050 0.0883
H 0.635 -1.845 1.267 0.1083
H -3.677 -0.198 0.458 0.0470
H -0.523 2.865 -0.265 0.0519
H -0.820 -0.145 1.127 0.0608
```

* total charge: 0
* HOMO-LUMO gap: 10.5 eV
* ΔE to the lowest compared entry with this formula, charge and spin: 32.87 kcal/mol
* E_HOMO: -0.3449 Ha
* F_max: 0.0427 hartree/bohr

4.
The following is a DFT calculation (ωB97M-V/def2-TZVPD) of a cluster of 2 separate species, C4H12N2O in total at a distorted geometry.

```
19
Properties=species:S:1:pos:R:3:lowdin_charge:R:1
O 0.401 -3.560 -1.398 -0.0662
N -1.183 0.389 1.113 -0.0268
N 1.276 -0.623 -0.326 -0.0170
C -1.984 0.811 1.993 -0.0618
C 0.531 1.817 -0.179 -0.1786
C -0.920 1.283 -0.023 -0.2562
C 1.587 0.771 -0.664 -0.2654
H -2.684 1.639 2.057 0.0733
H -1.526 2.198 0.003 0.0995
H 0.590 -1.030 -0.953 0.0447
H 2.582 0.949 -0.258 0.0927
H 1.691 0.878 -1.744 0.1001
H -2.108 0.119 2.827 0.0630
H -1.124 0.775 -0.971 0.1108
H 0.798 -0.741 0.560 0.0476
H 0.798 2.271 0.767 0.0953
H 1.289 -3.223 -1.278 0.0149
H 0.459 2.582 -0.954 0.0975
H 0.512 -4.507 -1.531 0.0326
```

* total charge: 0
* HOMO-LUMO gap: 9.9 eV
* ΔE to the lowest compared entry with this formula, charge and spin: 48.67 kcal/mol
* E_HOMO: -0.3250 Ha
* F_max: 0.0403 hartree/bohr

5.
The following is a DFT calculation (ωB97M-V/def2-TZVPD) of the molecule C4H12N2O at a distorted geometry.

```
19
Properties=species:S:1:pos:R:3:lowdin_charge:R:1
O 3.344 0.211 -0.056 -0.0261
N 0.963 0.167 0.347 -0.0433
N -1.782 1.231 -0.751 0.0078
C -2.845 -0.554 0.397 -0.1033
C 2.127 -0.440 -0.189 -0.4145
C -0.242 -0.723 0.049 -0.1680
C -1.531 0.213 0.334 -0.4314
H -3.008 -1.127 -0.614 0.1148
H 2.203 -1.590 -0.037 0.1382
H 1.944 -0.674 -1.300 0.1231
H -0.452 -1.639 0.663 0.1111
H -0.215 -1.221 -0.981 0.1270
H 0.935 0.358 1.333 0.1085
H -3.685 0.093 0.671 0.0690
H 3.057 1.123 -0.175 0.0894
H -1.269 2.097 -0.712 0.0492
H -1.330 0.716 1.218 0.0948
H -2.831 -1.257 1.247 0.0654
H -1.423 0.670 -1.581 0.0884
```

* total charge: 0
* HOMO-LUMO gap: 10.0 eV
* ΔE to the lowest compared entry with this formula, charge and spin: 62.81 kcal/mol
* E_HOMO: -0.3355 Ha
* F_max: 0.1012 hartree/bohr

6.
The following is a DFT calculation (ωB97M-V/def2-TZVPD) of a cluster of 2 separate species, C4H12N2O in total at a distorted geometry.

```
19
Properties=species:S:1:pos:R:3:lowdin_charge:R:1
O 0.689 -2.708 -2.038 -0.0630
N -0.883 2.422 -0.310 -0.0164
N 2.428 -0.739 -0.189 0.0440
C 1.256 -0.522 0.537 -0.2238
C -1.632 1.631 0.629 -0.2767
C 0.030 -0.279 0.074 -0.1638
C -1.070 0.195 0.975 -0.2067
H 0.746 -3.245 -1.232 0.0495
H -0.266 -0.270 -0.964 0.0928
H 3.168 -1.057 0.419 0.0737
H -0.041 -2.111 -1.838 0.0132
H -1.689 2.217 1.550 0.0979
H 2.329 -1.378 -0.968 0.0591
H -1.056 2.294 -1.285 0.0599
H 1.406 -0.271 1.576 0.1084
H 0.052 2.641 -0.028 0.0673
H -0.893 0.110 2.050 0.0993
H -2.631 1.511 0.234 0.0960
H -1.943 -0.443 0.809 0.0892
```

* total charge: 0
* HOMO-LUMO gap: 9.0 eV
* ΔE to the lowest compared entry with this formula, charge and spin: 42.74 kcal/mol
* E_HOMO: -0.2987 Ha
* F_max: 0.0249 hartree/bohr

7.
The following is a DFT calculation (ωB97M-V/def2-TZVPD) of a cluster of 2 separate species, C4H12N2O in total at a distorted geometry.

```
19
Properties=species:S:1:pos:R:3:lowdin_charge:R:1
O 5.973 -1.603 -0.680 -0.0429
N -0.618 -1.639 2.377 0.0107
N -1.969 2.811 -1.001 -0.0078
C -0.982 0.026 0.663 -0.1447
C -0.670 -1.223 1.024 -0.2240
C -0.922 0.504 -0.740 -0.2404
C -2.047 1.395 -1.303 -0.3069
H -1.370 -1.256 2.948 0.0769
H -0.875 -2.619 2.489 0.0707
H -2.105 1.008 -2.330 0.1102
H 5.105 -1.348 -0.424 0.0127
H 0.041 0.975 -1.028 0.1129
H -1.556 0.551 1.432 0.1060
H -2.982 1.043 -0.873 0.0990
H -1.222 3.208 -1.566 0.0617
H -1.681 2.998 -0.044 0.0673
H 5.959 -1.892 -1.592 0.0302
H -0.881 -0.416 -1.334 0.0978
H -0.399 -1.996 0.307 0.1107
```

* total charge: 0
* HOMO-LUMO gap: 9.1 eV
* ΔE to the lowest compared entry with this formula, charge and spin: 51.19 kcal/mol
* E_HOMO: -0.3054 Ha
* F_max: 0.0433 hartree/bohr

8.
The following is a DFT calculation (ωB97M-V/def2-TZVPD) of the molecule C4H12N2O at a distorted geometry.

```
19
Properties=species:S:1:pos:R:3:lowdin_charge:R:1
O -2.542 -0.465 1.374 -0.0641
N 1.156 -1.851 -1.098 -0.0452
N -0.661 0.959 0.912 -0.0371
C -1.273 0.095 1.833 -0.3186
C 0.014 0.270 -0.356 -0.3381
C 1.120 -0.828 -0.092 -0.2778
C 0.307 1.388 -1.257 -0.0733
H -2.528 -0.128 0.470 0.0630
H 0.954 2.057 -0.748 0.0685
H 0.382 -2.340 -1.564 0.0750
H -0.506 2.019 -1.537 0.0784
H -0.752 -0.368 -0.671 0.0906
H 0.201 1.273 1.319 0.0960
H 1.900 -1.388 -1.839 0.1404
H 1.240 -1.425 0.816 0.1044
H 0.902 1.080 -2.119 0.0851
H -1.401 0.732 2.766 0.1388
H 2.041 -0.289 -0.150 0.0965
H -0.553 -0.790 1.941 0.1175
```

* total charge: 0
* HOMO-LUMO gap: 9.8 eV
* ΔE to the lowest compared entry with this formula, charge and spin: 76.04 kcal/mol
* E_HOMO: -0.3258 Ha
* F_max: 0.1138 hartree/bohr